1.
ORCA calculation (ωB97M-V/def2-TZVPD) on C15H32CrN9P as an isolated structure.

Last column: natural (NBO) charge in e.
Element x y z (Å)
Cr (0.584, -0.233, 0.204)  1.309
N (2.261, 0.245, -0.991)  -0.844
C (3.467, -0.512, -0.534)  -0.236
C (3.453, -0.515, 0.974)  -0.243
N (2.135, -1.033, 1.460)  -0.476
C (1.829, -0.521, 2.830)  -0.235
C (1.618, 0.983, 2.776)  -0.246
N (0.756, 1.348, 1.591)  -0.860
C (2.130, -2.537, 1.391)  -0.247
C (0.876, -3.053, 0.711)  -0.234
N (0.599, -2.215, -0.506)  -0.850
H (2.108, 0.084, -1.985)  0.410
H (2.434, 1.251, -0.933)  0.416
H (4.380, -0.058, -0.917)  0.263
H (3.415, -1.519, -0.946)  0.210
H (3.588, 0.504, 1.331)  0.218
H (4.269, -1.108, 1.392)  0.258
H (2.627, -0.773, 3.533)  0.257
H (0.930, -1.039, 3.169)  0.214
H (2.559, 1.516, 2.671)  0.233
H (1.171, 1.342, 3.702)  0.256
H (1.066, 2.233, 1.185)  0.426
H (-0.189, 1.549, 1.912)  0.403
H (2.219, -2.957, 2.393)  0.258
H (3.017, -2.853, 0.843)  0.231
H (0.010, -2.971, 1.364)  0.213
H (0.987, -4.102, 0.442)  0.260
H (-0.289, -2.499, -0.917)  0.426
H (1.302, -2.413, -1.216)  0.399
N (-4.195, -2.273, 0.830)  -0.572
N (-3.083, -1.646, 1.212)  0.251
N (-2.969, -1.151, 2.428)  -0.202
C (-1.768, -0.593, 2.369)  0.162
N (-1.193, -0.763, 1.177)  -0.418
N (-2.073, -1.467, 0.429)  -0.102
H (-4.896, -2.404, 1.542)  0.454
H (-4.191, -2.712, -0.074)  0.435
H (-1.335, -0.080, 3.214)  0.242
C (-2.357, 1.696, -0.675)  -0.935
P (-0.721, 1.252, -1.305)  0.957
C (-1.010, 0.604, -2.970)  -0.936
C (0.212, 2.782, -1.480)  -0.336
C (1.180, 2.909, -2.481)  -0.258
C (1.916, 4.081, -2.596)  -0.165
C (1.688, 5.133, -1.718)  -0.153
C (0.720, 5.021, -0.728)  -0.177
C (-0.017, 3.849, -0.606)  -0.243
H (-2.335, 2.008, 0.369)  0.245
H (-3.018, 0.834, -0.767)  0.263
H (-2.756, 2.513, -1.277)  0.291
H (-1.475, 1.381, -3.579)  0.291
H (-1.683, -0.252, -2.910)  0.264
H (-0.091, 0.283, -3.460)  0.249
H (1.339, 2.121, -3.210)  0.219
H (2.646, 4.183, -3.388)  0.253
H (2.248, 6.053, -1.822)  0.259
H (0.519, 5.855, -0.068)  0.255
H (-0.805, 3.804, 0.139)  0.221

Results
Gap between HOMO and LUMO (alpha / beta) (eV): 8.135 / 8.247
Calculated total energy (eV): -67171.17703
Total charge: +3
2S+1: 4

=====

2.
ORCA calculation (ωB97M-V/def2-TZVPD) on C24H36IO6PSn as an isolated structure.

Last column: natural (NBO) charge in e.
Element x y z (Å)
Sn (-3.757, 2.389, 0.184)  1.259
O (-0.816, 1.777, 5.766)  -0.429
C (-0.906, 1.496, 4.619)  0.380
C (0.179, 0.602, 3.913)  0.435
O (1.173, 0.109, 4.322)  -0.522
C (-0.409, 0.464, 2.586)  0.114
C (-1.560, 1.166, 2.386)  0.309
O (-2.200, 1.224, 1.304)  -0.805
C (-2.105, 1.620, 3.721)  0.421
O (-3.225, 1.974, 4.005)  -0.457
O (0.173, -0.371, 1.609)  -0.811
C (-3.074, 2.439, -2.631)  -0.274
O (-2.644, 1.727, -1.439)  -1.012
H (-2.324, 2.228, -3.328)  0.178
H (-3.014, 3.534, -2.469)  0.175
H (-4.052, 2.111, -3.005)  0.169
C (3.748, -2.754, 1.620)  -0.407
C (2.273, -2.751, 1.997)  -0.419
C (1.411, -2.807, 0.705)  -0.373
C (1.663, -1.488, -0.212)  -0.627
C (3.089, -0.892, 0.090)  -0.390
C (3.961, -2.031, 0.300)  -0.401
P (0.264, -0.398, -0.010)  2.111
C (-1.284, -1.079, -0.629)  -0.639
C (-1.132, -1.768, -1.987)  -0.396
C (-2.141, -2.910, -2.179)  -0.397
C (-3.492, -2.395, -1.690)  -0.406
C (-3.437, -2.337, -0.151)  -0.384
C (-2.069, -1.858, 0.388)  -0.395
C (0.515, 1.266, -0.568)  -0.696
C (1.005, 2.306, 0.554)  -0.377
C (1.902, 3.334, -0.050)  -0.413
C (1.488, 3.850, -1.397)  -0.416
C (1.398, 2.752, -2.444)  -0.394
C (1.479, 1.384, -1.749)  -0.386
H (4.114, -3.798, 1.657)  0.211
H (4.267, -2.290, 2.423)  0.214
H (2.005, -1.911, 2.614)  0.233
H (1.876, -3.616, 2.481)  0.218
H (0.336, -2.947, 0.900)  0.215
H (1.658, -3.674, 0.118)  0.209
H (1.692, -1.718, -1.231)  0.243
H (3.115, -0.219, 0.970)  0.216
H (3.486, -0.289, -0.730)  0.220
H (5.107, -1.776, 0.262)  0.220
H (3.740, -2.683, -0.517)  0.193
H (-1.729, -0.136, -0.814)  0.311
H (-0.113, -2.138, -2.205)  0.200
H (-1.361, -0.992, -2.786)  0.220
H (-1.841, -3.799, -1.667)  0.199
H (-2.171, -3.005, -3.265)  0.216
H (-4.218, -3.122, -2.100)  0.217
H (-3.644, -1.383, -2.058)  0.207
H (-3.757, -3.249, 0.244)  0.210
H (-4.186, -1.551, 0.198)  0.203
H (-1.548, -2.727, 0.543)  0.191
H (-2.236, -1.408, 1.318)  0.236
H (-0.505, 1.586, -0.916)  0.321
H (1.607, 1.766, 1.297)  0.207
H (0.199, 2.733, 1.108)  0.242
H (2.915, 3.166, -0.131)  0.202
H (1.939, 4.188, 0.637)  0.231
H (2.264, 4.584, -1.711)  0.209
H (0.571, 4.389, -1.461)  0.224
H (2.282, 2.788, -3.148)  0.207
H (0.476, 2.811, -3.102)  0.211
H (2.495, 1.178, -1.426)  0.203
H (1.311, 0.533, -2.426)  0.202
I (-2.228, 4.797, 0.799)  -0.586

Results
Gap between HOMO and LUMO (eV): 7.727
Calculated total energy (eV): -60977.45338
Total charge: 0
2S+1: 1

=====

3.
ORCA calculation (ωB97M-V/def2-TZVPD) on C17H23F5MnNO2P2S as an isolated structure.

Last column: natural (NBO) charge in e.
Element x y z (Å)
Mn (-0.129, 0.251, -0.212)  0.805
P (-0.838, 0.155, 1.920)  0.859
C (-0.585, 2.003, 2.177)  -0.384
C (0.138, 2.681, 1.157)  0.121
N (0.528, 2.001, 0.013)  -0.572
C (1.573, 2.377, -0.769)  0.240
C (2.273, 3.528, -0.441)  -0.193
C (1.795, 4.351, 0.607)  -0.115
C (0.668, 3.979, 1.314)  -0.166
C (2.091, 1.516, -1.904)  -0.759
P (0.745, 0.326, -2.402)  0.918
H (0.327, 4.522, 2.178)  0.252
H (3.200, 3.744, -1.004)  0.258
H (2.301, 5.303, 0.793)  0.266
H (2.374, 2.152, -2.789)  0.278
H (3.000, 0.950, -1.567)  0.282
H (-3.477, 2.295, 0.514)  0.442
H (-1.293, 2.611, 2.766)  0.258
H (-3.121, 1.040, -2.047)  0.476
O (-4.094, 2.965, 0.017)  -0.911
H (-3.455, 3.461, -0.640)  0.476
H (-0.996, -0.818, -0.756)  -0.011
O (-2.999, 0.411, -2.763)  -0.953
H (-3.371, -0.495, -2.487)  0.492
C (-0.034, 1.274, -3.731)  -0.935
H (0.659, 1.329, -4.590)  0.265
H (-0.962, 0.728, -3.947)  0.291
H (-0.310, 2.271, -3.356)  0.256
C (1.610, -1.044, -3.181)  -0.942
H (0.842, -1.797, -3.403)  0.269
H (2.069, -0.675, -4.109)  0.271
H (2.366, -1.464, -2.502)  0.265
C (0.445, -0.179, 3.136)  -0.913
H (0.001, 0.141, 4.081)  0.264
H (0.772, -1.214, 3.183)  0.258
H (1.296, 0.472, 2.910)  0.263
C (-2.436, -0.361, 2.524)  -0.955
H (-2.576, -1.435, 2.386)  0.281
H (-2.480, -0.151, 3.592)  0.276
H (-3.255, 0.153, 2.009)  0.273
F (1.809, -5.948, 2.419)  -0.247
C (1.137, -5.050, 1.694)  0.307
C (-0.157, -5.317, 1.289)  0.343
F (-0.736, -6.464, 1.633)  -0.253
C (-0.826, -4.382, 0.566)  0.338
F (-2.087, -4.605, 0.162)  -0.267
C (-0.206, -3.167, 0.259)  -0.403
S (-1.202, -2.320, -0.797)  0.301
C (1.108, -2.918, 0.637)  0.320
F (1.728, -1.749, 0.293)  -0.316
C (1.767, -3.861, 1.371)  0.293
F (3.002, -3.576, 1.796)  -0.261

Results
Gap between HOMO and LUMO (alpha / beta) (eV): 7.130 / 6.669
Calculated total energy (eV): -97888.10338
Total charge: +2
2S+1: 5

=====

4.
ORCA calculation (ωB97M-V/def2-TZVPD) on a 3-piece molecular cluster, C28H37N4S overall.

Last column: natural (NBO) charge in e.
Element x y z (Å)
C (2.020, 1.637, 3.470)  -0.361
C (2.698, 0.574, 2.967)  -0.207
C (2.042, -0.283, 1.914)  -0.284
C (2.765, -1.629, 1.670)  -0.208
N (2.436, -1.910, 0.229)  -0.389
C (3.084, -3.095, -0.378)  -0.224
C (2.159, -4.317, -0.519)  -0.429
C (1.017, -4.437, 0.520)  -0.533
S (-0.631, -4.403, -0.244)  -0.021
C (2.785, -0.559, -0.366)  0.141
N (2.659, -0.537, -1.774)  -0.520
C (2.838, 0.562, -2.400)  0.418
C (3.699, 1.708, -1.958)  -0.710
C (2.168, 0.709, -3.736)  -0.670
C (1.968, 0.409, 0.516)  -0.262
C (0.616, 0.851, 0.042)  -0.072
C (-0.244, -0.003, -0.646)  -0.166
C (-1.488, 0.419, -1.090)  -0.198
C (-1.885, 1.727, -0.834)  -0.203
C (-1.035, 2.580, -0.148)  -0.198
C (0.204, 2.155, 0.295)  -0.207
H (1.037, 1.503, 3.921)  0.224
H (2.398, 2.655, 3.461)  0.212
H (3.705, 0.335, 3.310)  0.212
H (1.089, -0.591, 2.366)  0.253
H (2.455, -2.457, 2.303)  0.234
H (3.850, -1.580, 1.771)  0.217
H (1.411, -1.918, 0.250)  0.452
H (3.439, -2.821, -1.370)  0.254
H (3.966, -3.338, 0.211)  0.220
H (1.766, -4.378, -1.530)  0.234
H (2.784, -5.202, -0.402)  0.241
H (1.090, -5.409, 0.999)  0.247
H (1.063, -3.687, 1.305)  0.188
H (-0.416, -3.743, -1.393)  0.134
H (3.825, -0.427, -0.036)  0.194
H (4.149, 1.577, -0.976)  0.213
H (3.152, 2.651, -1.952)  0.252
H (4.513, 1.783, -2.681)  0.255
H (2.023, -0.288, -4.148)  0.243
H (2.773, 1.292, -4.429)  0.226
H (1.192, 1.167, -3.566)  0.250
H (2.637, 1.265, 0.604)  0.249
H (0.039, -1.022, -0.887)  0.185
H (-2.121, -0.268, -1.633)  0.238
H (-2.854, 2.081, -1.158)  0.226
H (-1.377, 3.594, 0.015)  0.221
H (0.852, 2.827, 0.844)  0.221
N (-2.832, -2.248, -3.034)  -0.451
C (-3.168, -1.708, -4.206)  0.031
C (-4.469, -1.373, -4.551)  -0.255
C (-5.478, -1.614, -3.632)  -0.159
C (-5.148, -2.177, -2.410)  -0.255
C (-3.817, -2.473, -2.164)  0.025
H (-2.351, -1.537, -4.898)  0.194
H (-4.683, -0.936, -5.516)  0.227
H (-6.506, -1.367, -3.866)  0.225
H (-5.902, -2.383, -1.664)  0.228
H (-3.511, -2.909, -1.218)  0.195
N (-1.960, 2.530, 4.155)  -0.433
C (-2.587, 3.057, 5.205)  0.037
C (-3.302, 4.246, 5.157)  -0.254
C (-3.367, 4.927, 3.953)  -0.165
C (-2.719, 4.394, 2.850)  -0.255
C (-2.034, 3.198, 3.003)  0.018
H (-2.511, 2.496, 6.129)  0.196
H (-3.793, 4.625, 6.042)  0.227
H (-3.913, 5.858, 3.875)  0.223
H (-2.744, 4.894, 1.891)  0.214
H (-1.518, 2.743, 2.169)  0.195

Results
Gap between HOMO and LUMO (eV): 9.030
Calculated total energy (eV): -46422.90936
Total charge: +1
2S+1: 1

=====

5.
ORCA calculation (ωB97M-V/def2-TZVPD) on a 2-piece molecular cluster, CH2N2O2 overall.

Last column: natural (NBO) charge in e.
Element x y z (Å)
C (-0.814, -0.548, -0.700)  0.876
N (1.599, 0.888, -0.020)  -0.173
N (-1.250, -0.389, 0.388)  -0.788
O (-0.446, -0.727, -1.770)  -0.507
O (1.164, -0.060, 0.582)  -0.176
H (-1.572, -0.943, 1.104)  0.421
H (1.318, 1.779, 0.414)  0.346

Results
Gap between HOMO and LUMO (alpha / beta) (eV): 9.729 / 9.776
Calculated total energy (eV): -8140.56098
Total charge: 0
2S+1: 3

=====

6.
ORCA calculation (ωB97M-V/def2-TZVPD) on a 2-piece molecular cluster, C35H42BrN2O5S overall.

Last column: Mulliken charge in e.
Element x y z (Å)
C (-1.745, 0.153, 6.274)  -1.195
S (-0.326, 0.198, 5.110)  0.416
C (-0.061, -1.587, 5.174)  -0.996
C (-1.038, 0.355, 3.575)  -0.705
C (-0.996, 1.650, 2.987)  0.973
C (-1.902, 1.992, 1.837)  0.516
C (-2.988, 1.198, 1.418)  -0.420
C (-3.818, 1.626, 0.368)  -0.670
C (-3.587, 2.869, -0.246)  -0.019
Br (-4.656, 3.422, -1.706)  -0.164
C (-2.545, 3.695, 0.207)  -0.579
C (-1.728, 3.262, 1.255)  -0.407
O (-0.209, 2.521, 3.438)  -0.889
H (-1.275, -0.042, 7.240)  0.429
H (-2.247, 1.123, 6.300)  0.380
H (-2.433, -0.649, 5.986)  0.357
H (0.684, -1.762, 5.956)  0.363
H (-1.004, -2.111, 5.387)  0.546
H (0.366, -1.884, 4.210)  0.186
H (-1.666, -0.453, 3.204)  0.259
H (-3.200, 0.256, 1.927)  0.310
H (-4.633, 0.998, 0.024)  0.435
H (-2.379, 4.656, -0.267)  0.430
H (-0.975, 3.945, 1.643)  0.557
C (3.810, 3.258, -6.613)  -0.772
O (2.966, 2.171, -7.040)  -0.409
C (2.801, 1.105, -6.216)  0.769
C (3.308, 0.975, -4.921)  -0.808
C (2.673, 0.135, -4.003)  0.011
C (3.030, 0.225, -2.531)  -1.002
C (1.981, 1.018, -1.734)  -0.006
C (1.981, 2.481, -2.207)  0.025
O (1.604, 2.914, -3.298)  -0.699
N (2.449, 3.232, -1.167)  0.449
C (2.587, 4.660, -1.299)  -1.104
C (2.733, 2.510, 0.069)  0.141
C (4.250, 2.477, 0.319)  -1.518
C (1.984, 3.147, 1.236)  -1.741
N (2.236, 1.162, -0.288)  0.725
C (2.065, 0.163, 0.602)  -0.379
C (2.511, 0.168, 1.929)  0.376
C (2.180, -0.837, 2.834)  -0.817
C (2.842, -1.016, 4.118)  0.273
C (3.005, -2.303, 4.713)  -0.396
C (3.647, -2.466, 5.939)  -0.584
C (4.177, -1.355, 6.614)  -0.404
C (4.055, -0.089, 6.036)  -0.832
C (3.367, 0.093, 4.836)  -0.149
C (1.668, -0.738, -4.438)  -0.554
C (1.222, -0.694, -5.765)  0.583
O (0.115, -1.311, -6.262)  -0.414
C (-0.395, -2.478, -5.588)  -0.883
C (1.869, 0.156, -6.689)  0.572
O (1.396, 0.263, -7.967)  -0.504
C (0.234, 1.114, -8.178)  -0.563
H (3.779, 3.961, -7.449)  0.264
H (3.418, 3.729, -5.697)  0.257
H (4.838, 2.909, -6.436)  0.333
H (4.118, 1.634, -4.593)  0.284
H (3.089, -0.784, -2.097)  0.459
H (4.006, 0.730, -2.389)  0.303
H (0.977, 0.591, -1.908)  0.647
H (2.342, 4.932, -2.329)  0.373
H (1.900, 5.167, -0.611)  0.302
H (3.611, 4.978, -1.072)  0.343
H (4.781, 2.286, -0.626)  0.367
H (4.554, 3.447, 0.733)  0.477
H (4.513, 1.686, 1.027)  0.295
H (0.945, 3.327, 0.934)  0.368
H (1.964, 2.494, 2.107)  0.369
H (2.461, 4.095, 1.513)  0.467
H (1.566, -0.736, 0.218)  0.551
H (3.204, 0.950, 2.273)  0.488
H (1.498, -1.619, 2.471)  0.438
H (2.629, -3.184, 4.183)  0.370
H (3.728, -3.460, 6.384)  0.400
H (4.680, -1.490, 7.574)  0.420
H (4.483, 0.778, 6.544)  0.398
H (3.234, 1.098, 4.428)  0.478
H (1.174, -1.423, -3.738)  0.409
H (-1.097, -2.913, -6.300)  0.264
H (0.413, -3.191, -5.358)  0.349
H (-0.915, -2.196, -4.661)  0.307
H (0.040, 1.071, -9.248)  0.266
H (-0.605, 0.709, -7.611)  0.243
H (0.470, 2.135, -7.867)  0.212

Results
Gap between HOMO and LUMO (eV): 5.136
Calculated total energy (eV): -131062.70073
Total charge: +1
2S+1: 1